37
Properties=species:S:1:pos:R:3:forces:R:3:lowdin_charge:R:1 method="wB97M-V/def2-TZVPD" relative_energy_ev=0.9824 total_charge=-1 gap_ev=6.41
I 0.24358 -0.58447 -1.82757 -0.1 0.0 0.0 -0.96
O -4.72774 -1.10514 -0.30544 -0.3 -0.1 -0.1 -0.07
H -3.78864 -1.01895 -0.46941 0.5 0.1 -0.2 0.02
H -4.84040 -0.81851 0.60088 0.0 0.1 0.2 0.02
O 2.91461 -2.71747 -6.07354 0.3 -0.1 -0.2 -0.06
H 2.18942 -3.12916 -6.54347 -0.2 -0.1 -0.1 0.02
H 2.55057 -2.49682 -5.21621 -0.1 0.2 0.4 0.03
C -4.24002 -6.12544 -0.07771 0.3 -1.2 -0.5 -0.22
C -4.24144 -5.98439 -1.60430 -0.5 0.1 0.2 -0.26
O -2.93620 -5.83757 -2.12997 -0.1 0.2 0.1 -0.06
O -3.80884 -7.44543 0.28418 -0.2 0.0 0.4 -0.09
H -5.23033 -6.04300 0.37017 -0.1 0.1 -0.3 0.11
H -3.58959 -5.38744 0.39175 0.0 0.3 -0.1 0.12
H -4.93163 -5.18980 -1.88776 0.2 0.5 -0.1 0.11
H -4.64632 -6.85435 -2.12137 -0.1 -0.4 0.5 0.12
H -2.69810 -4.91238 -2.03538 0.3 0.1 0.0 0.09
H -2.91826 -7.61782 -0.03009 0.1 0.3 -0.2 0.08
C -2.75534 4.82630 3.73574 -0.5 -1.4 0.7 -0.26
C -2.30003 3.58419 2.97851 0.7 0.6 -0.6 -0.25
O -1.13553 3.94840 2.25464 0.3 0.6 -0.1 -0.07
O -1.82353 5.25792 4.70438 0.6 0.6 -0.3 -0.06
H -3.60213 4.54317 4.36096 -0.8 -0.1 -0.6 0.11
H -3.05410 5.58399 3.01135 0.4 0.3 0.3 0.12
H -3.08883 3.28721 2.28736 -0.2 -0.2 0.1 0.12
H -2.01005 2.76579 3.63748 -0.5 -0.2 0.4 0.12
H -0.85978 3.29632 1.60630 -0.2 -0.3 0.1 0.09
H -1.37540 4.46222 5.00040 0.2 0.1 0.1 0.08
C 7.13268 3.78073 -0.30089 -0.3 0.7 -1.0 -0.27
C 6.23805 2.81069 -1.03809 1.0 -0.6 0.1 -0.28
O 5.23200 2.35479 -0.19810 -0.8 0.1 0.5 -0.04
O 7.79430 3.17745 0.78379 0.0 -0.2 0.2 -0.05
H 6.55491 4.66319 -0.02603 -0.2 0.0 0.5 0.12
H 7.85046 4.14636 -1.03518 0.3 0.0 -0.2 0.11
H 6.88316 1.97278 -1.30235 0.2 -0.3 -0.2 0.11
H 5.86160 3.21057 -1.97962 -0.1 0.5 0.0 0.12
H 4.53567 1.94862 -0.71941 -0.1 -0.1 0.0 0.10
H 8.62121 3.64744 0.91397 0.0 0.0 0.1 0.08